Formula: C17H23N3O5S
Source: OMol25
Level of theory: ωB97M-V with the def2-TZVPD basis set

Geometry as XYZ:
```
49
Properties=species:S:1:pos:R:3:forces:R:3:nbo_charge:R:1
S -1.25909 2.41968 1.55932 -0.318 0.000 0.544 2.326
O 2.81749 0.34956 0.78890 0.260 -0.368 0.048 -0.624
O -0.40346 3.53542 1.27162 0.175 0.156 0.314 -0.956
O -2.22366 2.06547 0.56810 -0.153 -0.231 0.140 -0.921
O 1.81457 -3.41020 2.12103 0.338 0.075 0.040 -0.362
O 0.26042 -4.75276 1.49327 -0.075 -0.306 -0.095 -0.376
N 0.67423 -3.65527 1.79983 0.325 -0.401 0.054 0.515
N -0.26129 1.11780 1.91304 -0.306 1.179 -0.219 -0.701
N 1.70268 2.12299 -0.07621 -0.101 0.316 -0.226 -0.624
C 0.71803 0.49112 -2.59707 0.003 0.271 0.097 0.018
C 1.07917 -0.29037 -3.60608 -0.021 -0.069 -0.185 -0.184
C 0.66516 -1.72132 -3.76215 0.015 -0.140 0.160 -0.434
C -0.70174 -0.20056 1.85565 -0.626 -0.972 -0.005 0.242
C 2.27441 2.08896 -1.40251 0.082 0.042 -0.271 -0.220
C -2.06894 -0.49160 1.82533 -0.006 -0.172 -0.009 -0.240
C 1.13642 1.42208 2.15270 0.529 0.050 -0.030 -0.319
C -0.15468 -0.01363 -1.48210 -0.191 -0.201 -0.125 -0.451
C -2.08136 2.75423 3.13369 0.390 -0.120 -0.760 -0.862
C -0.27465 -2.56515 1.79860 -1.038 0.948 -0.002 0.108
C 0.06663 -2.28122 -2.47498 -0.212 0.034 -0.197 -0.393
C -2.52045 -1.79869 1.76599 0.148 0.093 0.059 -0.191
C 1.99099 1.23286 0.87971 -0.245 0.278 0.474 0.664
C 1.20130 1.91220 -2.48869 0.293 -0.209 0.052 -0.428
C 0.20303 -1.26420 1.84508 0.128 -0.011 0.042 -0.298
C -1.63063 -2.85591 1.75306 0.308 -0.164 -0.030 -0.229
C -0.91410 -1.27155 -1.89128 0.213 -0.049 0.231 -0.391
H -0.85404 0.76449 -1.16447 0.066 0.028 0.019 0.220
H -3.58173 -1.98857 1.73173 -0.095 -0.019 0.002 0.225
H 0.99708 2.82537 0.10926 0.146 -0.108 0.065 0.422
H 0.36291 2.57617 -2.26017 -0.035 0.087 -0.076 0.203
H -1.43121 -1.69008 -1.02530 -0.062 0.002 -0.006 0.204
H 2.98507 1.25999 -1.42880 -0.024 0.147 -0.034 0.235
H -0.06939 -1.78720 -4.57275 0.038 -0.076 -0.042 0.204
H 2.81393 3.02659 -1.57472 0.029 -0.113 0.001 0.196
H 0.86458 -2.46289 -1.75209 0.052 -0.061 0.069 0.198
H -1.66423 -1.01766 -2.64280 -0.102 0.010 -0.023 0.197
H -2.78784 0.30777 1.80200 -0.131 -0.056 0.032 0.230
H -1.95800 -3.88216 1.70864 -0.014 -0.033 -0.009 0.251
H 0.48370 -0.25334 -0.62710 -0.039 0.038 0.057 0.206
H 1.63230 2.22024 -3.44270 -0.027 0.052 -0.015 0.215
H -1.32883 3.12659 3.81596 0.150 0.029 0.123 0.248
H 1.70432 0.10213 -4.39785 0.074 0.199 -0.070 0.194
H 1.52969 -2.31669 -4.06672 -0.038 -0.018 -0.066 0.213
H 1.18937 2.46481 2.46620 0.184 -0.143 0.069 0.247
H -2.83778 3.50847 2.95618 -0.099 0.121 -0.111 0.257
H 1.52667 0.78197 2.94777 -0.052 0.056 -0.138 0.234
H 1.27230 -1.11671 1.84144 0.079 0.069 -0.001 0.282
H -0.43051 -3.23222 -2.67462 0.055 -0.044 0.038 0.207
H -2.52885 1.84297 3.50706 -0.069 -0.198 0.018 0.245
```
Forces are in eV/Å.

orbital gap = 8.23 eV
multiplicity = 1
E_tot = -43542.749 eV
relative energy (zero: lowest compared OMol25 entry of this formula, charge and spin) = 88.5 kcal per mole